(1)
11
Properties=species:S:1:pos:R:3:forces:R:3:nbo_charge:R:1 method="wB97M-V/def2-TZVPD" e_above_lowest_kj_mol=0.0 homo_lumo_gap_ev=8.181 homo_energy_ev=-8.74 charge=0
C -0.105 -1.287 0.095 1.455 -2.472 1.242 -0.415
N 0.349 0.048 0.019 1.836 2.445 0.718 -1.281
Si -0.823 1.342 0.069 0.934 1.542 0.064 1.085
Si 2.166 0.336 0.099 -1.911 0.033 -0.562 0.903
H -1.166 -1.396 0.006 -0.720 -0.133 0.324 0.196
H 0.342 -1.782 -0.742 0.052 -0.857 -0.704 0.203
H 0.339 -1.885 1.017 -1.353 1.232 -1.491 0.178
H -1.814 1.386 -0.981 -0.433 -0.665 -0.643 -0.189
H -1.620 1.530 1.294 0.118 -0.333 0.314 -0.190
H -0.139 2.676 -0.217 0.040 -0.771 0.382 -0.173
H 2.473 -0.968 -0.659 -0.018 -0.022 0.355 -0.316

=====

(2)
10
Properties=species:S:1:pos:R:3:forces:R:3:nbo_charge:R:1 method="wB97M-V/def2-TZVPD" e_above_lowest_kj_mol=5.8 homo_lumo_gap_ev=13.902 homo_energy_ev=-17.81 charge=+1
O 1.593 1.097 0.484 -0.127 0.234 0.580 -0.955
H 2.345 1.250 -0.090 0.149 -0.083 -0.442 0.522
H 1.818 1.568 1.301 -0.256 -0.151 -0.048 0.524
H 0.464 0.094 0.403 0.299 -0.029 -0.051 0.559
C -1.409 -0.515 -0.401 -0.278 0.797 -0.374 -0.261
O -0.110 -0.756 0.270 -0.259 0.136 0.064 -0.618
H -1.216 0.057 -1.302 0.009 0.170 -0.006 0.214
H -1.833 -1.455 -0.680 -0.058 -0.655 0.148 0.232
H -2.083 0.028 0.268 0.518 -0.215 0.066 0.240
H 0.432 -1.368 -0.252 0.003 -0.203 0.063 0.544

=====

(3)
10
Properties=species:S:1:pos:R:3:forces:R:3:nbo_charge:R:1 method="wB97M-V/def2-TZVPD" e_above_lowest_kj_mol=65.1 homo_lumo_gap_ev=13.840 homo_energy_ev=-17.96 charge=+1
O 0.589 -2.097 -0.080 -0.329 0.371 1.389 -0.875
H 0.899 -2.327 0.818 -0.471 -0.394 -0.186 0.518
H 1.409 -1.793 -0.461 0.714 0.099 -0.824 0.504
H -0.552 0.090 -1.208 -0.248 -0.145 1.553 0.539
C -0.427 1.549 0.253 -0.181 -2.244 0.072 -0.206
O -0.568 0.094 -0.205 -0.097 -0.140 -2.284 -0.702
H -0.250 2.060 -0.637 -0.016 1.044 -1.497 0.208
H -1.413 1.718 0.643 0.201 0.608 0.789 0.240
H 0.490 1.594 0.800 -0.063 0.166 1.095 0.224
H -0.177 -0.887 0.076 0.491 0.636 -0.106 0.550

=====

(4)
11
Properties=species:S:1:pos:R:3:forces:R:3:nbo_charge:R:1 method="wB97M-V/def2-TZVPD" e_above_lowest_kj_mol=94.1 homo_lumo_gap_ev=6.881 homo_energy_ev=-2.89 charge=-1
C 1.005 0.342 1.801 -0.911 0.453 -1.541 -0.733
S 1.264 0.106 -0.149 -0.087 -0.308 1.702 -0.783
H 1.183 1.433 1.736 -0.579 -0.512 0.945 0.201
H 1.665 -0.088 2.577 0.020 -0.200 -0.869 0.178
H -0.070 0.044 2.050 1.575 0.629 -0.007 0.175
H -0.106 -0.984 -1.884 0.784 -0.342 0.415 0.499
H -1.505 -0.743 -2.134 0.604 -1.201 -0.582 0.460
O -0.807 -1.402 -2.405 -1.391 1.489 0.352 -0.976
H -1.174 0.556 0.755 -2.253 0.109 -0.370 0.509
H -2.219 1.655 1.082 -0.082 -1.186 -0.339 0.453
O -2.197 0.699 0.829 2.322 1.068 0.294 -0.982

=====

(5)
13
Properties=species:S:1:pos:R:3:forces:R:3:nbo_charge:R:1 method="wB97M-V/def2-TZVPD" e_above_lowest_kj_mol=37.5 homo_lumo_gap_ev=9.471 homo_energy_ev=-5.55 charge=-1
O -0.523 1.423 0.269 -0.284 0.067 -0.273 -0.768
C 0.226 0.809 -0.511 0.632 -0.246 0.684 0.649
O 0.722 -0.328 -0.333 0.074 -0.151 -0.489 -0.806
H 0.594 1.344 -1.416 -0.287 0.026 -0.216 0.021
H 0.815 -3.057 -0.368 0.098 -0.104 -0.058 0.492
H -0.409 -3.277 -1.180 0.018 -0.074 -0.084 0.466
O 0.401 -3.734 -0.925 -0.092 0.302 0.167 -0.959
H 1.218 -0.969 1.133 -0.249 -0.180 0.210 0.506
H 1.495 -0.620 2.586 -0.068 -0.294 -0.084 0.452
O 1.434 -1.392 2.008 0.212 0.408 0.010 -1.005
H -1.680 2.549 -0.201 0.100 0.388 0.358 0.509
H -2.002 3.917 -0.886 0.046 -0.144 0.078 0.442
O -2.291 3.335 -0.176 -0.199 0.000 -0.303 -1.000

=====

(6)
10
Properties=species:S:1:pos:R:3:forces:R:3:nbo_charge:R:1 method="wB97M-V/def2-TZVPD" e_above_lowest_kj_mol=0.0 homo_lumo_gap_ev=13.275 homo_energy_ev=-16.94 charge=+1
O -0.201 1.452 -1.718 -0.071 -0.068 -0.246 -0.958
H 0.890 -1.239 -0.423 0.141 -0.634 -0.744 0.173
H -0.312 1.059 -2.599 0.037 0.187 0.288 0.512
H -0.201 2.410 -1.841 0.000 -0.024 -0.006 0.516
C -0.998 -0.911 1.043 -0.533 -0.045 0.141 -0.741
S 0.653 -0.381 0.539 -0.066 0.729 0.744 0.418
H -1.121 -0.610 2.082 0.052 0.006 -0.045 0.270
H -1.101 -1.994 0.969 0.225 0.108 -0.024 0.275
H -1.748 -0.423 0.424 0.103 -0.050 -0.008 0.265
H 0.292 0.640 -0.344 0.111 -0.210 -0.100 0.269

=====

(7)
15
Properties=species:S:1:pos:R:3:forces:R:3:nbo_charge:R:1 method="wB97M-V/def2-TZVPD" homo_lumo_gap_ev=6.116 homo_energy_ev=-3.38 charge=-1
B -1.550 -2.046 -1.177 0.548 -0.227 -0.224 -0.925
B -1.152 -0.861 -0.069 0.243 0.379 0.280 0.950
N -1.295 -1.113 1.400 0.554 0.460 -0.736 -1.166
O -0.634 0.463 -0.384 -1.241 -0.649 0.174 -0.987
H -0.876 -2.038 -2.191 0.112 0.138 -0.325 -0.033
H -2.719 -1.881 -1.481 -0.341 0.002 0.010 -0.005
H -1.390 -3.143 -0.660 -0.207 -0.317 0.195 -0.044
H -1.345 -2.101 1.571 -0.573 -0.277 0.040 0.370
H -2.076 -0.626 1.810 0.083 0.203 0.392 0.362
H 0.304 0.358 -0.270 0.487 0.245 0.086 0.467
C 2.679 2.660 0.295 0.012 0.016 -0.021 -0.399
Cl 1.174 3.560 0.088 0.060 0.059 0.003 -0.011
Cl 2.396 0.922 0.431 0.425 0.057 0.134 -0.007
H 3.315 2.842 -0.564 -0.081 -0.043 -0.046 0.213
H 3.168 3.003 1.200 -0.079 -0.045 0.038 0.211

=====

(8)
11
Properties=species:S:1:pos:R:3:forces:R:3:nbo_charge:R:1 method="wB97M-V/def2-TZVPD" e_above_lowest_kj_mol=57.7 homo_lumo_gap_ev="8.473 / 2.754" spin_multiplicity=2 homo_energy_ev="-12.66 / -12.66" charge=+1 s2=0.7542
N -3.703 0.066 0.040 -0.341 0.203 -0.227 -1.054
H -4.069 0.457 -0.822 0.058 -0.230 -0.088 0.361
H -3.920 0.771 0.732 0.159 -0.062 0.263 0.361
H -2.700 0.009 -0.062 0.112 0.103 0.049 0.333
C 1.851 -0.378 0.630 -0.298 2.793 2.212 -0.532
N 2.175 0.219 -0.612 0.528 -3.814 -0.902 -0.198
H 0.823 -0.199 0.944 -0.491 -0.302 -0.716 0.285
H 2.039 -1.445 0.800 0.377 -0.276 -0.729 0.337
H 2.386 0.211 1.388 0.445 -0.616 0.025 0.268
H 3.176 0.219 -0.848 0.000 1.121 0.279 0.423
H 1.689 -0.233 -1.400 -0.550 1.081 -0.164 0.416

=====

no.,calculated total energy (eV)
1,-18394.110
2,-5237.776
3,-5237.161
4,-16081.290
5,-11390.497
6,-14025.577
7,-31103.315
8,-4136.969